Entry 1:
{
  "formula": "C4H12NO",
  "method": "the ωB97M-V functional and the def2-TZVPD basis",
  "e_tot_ha": -289.06783,
  "charge": 1,
  "max_force_ev_per_a": 3.3,
  "species": ["C", "C", "C", "C", "O", "N", "H", "H", "H", "H", "H", "H", "H", "H", "H", "H", "H", "H"],
  "coordinates": [[2.7663, 0.4331, 0.4974], [1.5247, 0.6754, -0.3828], [0.4324, -0.1421, -0.4220], [0.4826, -1.5771, -0.0882], [-1.7050, -0.8199, -1.1410], [-2.8814, 1.3599, 0.6591], [2.7398, 1.2635, 1.1922], [2.7122, -0.5374, 0.9741], [3.6686, 0.5470, -0.1117], [1.3000, 1.7213, -0.6347], [-0.6322, 0.1973, -0.5637], [0.5487, -1.7368, 1.0107], [-0.4695, -2.0159, -0.4421], [1.4096, -2.0483, -0.5116], [-3.3266, 1.1425, 1.5450], [-2.3724, -0.8605, -1.8554], [-3.5663, 1.8765, 0.1186], [-2.6313, 0.5214, 0.1561]],
  "forces_ev_per_a": [[-2.09, 0.02, -1.20], [0.63, 2.01, 1.01], [0.33, -3.09, 1.06], [1.31, -0.07, -0.99], [0.12, -0.09, -0.10], [-0.13, 0.28, 0.06], [0.30, 0.11, 0.46], [0.23, 0.04, 0.13], [-0.05, 0.06, -0.15], [0.79, -0.28, -0.85], [-0.54, 0.61, 0.30], [-0.51, 0.34, -0.25], [0.35, -0.43, 0.38], [-1.00, 0.19, 0.26], [0.25, -0.14, -0.08], [0.23, 0.61, -0.16], [0.14, 0.02, -0.07], [-0.35, -0.18, 0.19]],
  "lowdin_charge": [0.013, 0.066, -0.009, -0.040, -0.087, 0.050, 0.108, 0.083, 0.121, 0.149, 0.094, 0.146, 0.092, 0.124, 0.029, 0.079, 0.027, -0.042]
}

Entry 2:
{
  "formula": "C6H10O4",
  "method": "the ωB97M-V functional and the def2-TZVPD basis",
  "e_tot_ha": -535.42171,
  "max_force_ev_per_a": 3.1,
  "smiles": "C[C@H]1OO[C@@H](CO)[C@@H]2O[C@@H]21",
  "species": ["C", "C", "C", "C", "C", "C", "H", "H", "H", "H", "H", "H", "H", "H", "H", "H", "O", "O", "O", "O"],
  "coordinates": [[-0.1164, 0.7454, -2.5411], [0.7188, 0.3102, -1.3767], [0.4835, -0.0872, 1.4046], [-0.8512, 0.5340, 1.9240], [0.2796, -1.3218, 0.5530], [0.5252, -1.1140, -0.8985], [-0.0290, 1.8632, -2.7421], [0.2174, 0.1616, -3.4410], [-1.1505, 0.4134, -2.4895], [1.7567, 0.3930, -1.6721], [1.1160, -0.2662, 2.3001], [-0.5670, 1.4212, 2.4970], [-1.4299, 0.7983, 1.1153], [-2.2992, -0.0352, 3.0570], [-0.3716, -2.0728, 0.9468], [-0.0626, -1.7518, -1.6016], [0.4672, 1.2905, -0.3721], [1.2657, 0.8412, 0.6876], [-1.4474, -0.4228, 2.7389], [1.4945, -1.6999, -0.0896]],
  "forces_ev_per_a": [[-0.05, -0.21, -1.89], [0.34, 0.58, -0.49], [-0.34, 0.18, 1.14], [2.94, -0.31, 0.94], [0.73, 1.22, -0.31], [-2.29, 0.18, 0.00], [-0.15, -1.58, 0.31], [0.09, 0.80, 0.57], [-0.33, 0.44, 0.50], [0.54, 0.16, 0.05], [-0.33, -0.36, -0.51], [-0.07, 0.16, -0.09], [-1.52, 0.66, -1.84], [1.05, -0.70, -0.30], [-0.16, -0.56, -0.02], [0.85, 0.20, 0.46], [-0.13, -0.43, -0.70], [0.25, 0.49, 1.25], [-1.73, -0.10, 0.93], [0.31, -0.84, -0.02]],
  "lowdin_charge": [-0.039, -0.343, -0.240, -0.206, -0.145, -0.192, 0.114, 0.099, 0.077, 0.152, 0.178, 0.134, 0.095, 0.118, 0.147, 0.165, -0.057, -0.046, -0.052, 0.040]
}

Entry 3:
{
  "formula": "C36H40BN6PtS3",
  "method": "the ωB97M-V functional and the def2-TZVPD basis",
  "multiplicity": 3,
  "e_tot_ha": -3062.99389,
  "charge": 1,
  "max_force_ev_per_a": 0.6,
  "species": ["Pt", "C", "C", "C", "C", "N", "N", "B", "N", "N", "C", "C", "C", "C", "C", "C", "C", "C", "C", "C", "N", "N", "C", "C", "C", "C", "C", "C", "C", "C", "C", "C", "C", "C", "C", "C", "C", "C", "H", "H", "H", "H", "H", "H", "H", "H", "H", "H", "H", "H", "H", "H", "H", "H", "H", "H", "H", "H", "H", "H", "H", "H", "H", "H", "H", "H", "C", "C", "S", "C", "C", "S", "C", "C", "S", "H", "H", "H", "H", "H", "H", "H", "H", "H", "H", "H", "H"],
  "coordinates": [[0.2157, 0.3577, -0.1280], [4.7868, -2.6310, 0.0437], [4.0471, -1.3368, 0.0428], [4.5461, -0.0525, 0.0832], [3.4311, 0.7978, 0.0630], [2.3295, 0.0506, 0.0020], [2.7029, -1.2589, -0.0026], [1.6645, -2.4107, -0.0899], [0.8978, -2.2579, -1.4246], [0.4540, -1.0282, -1.7713], [0.0565, -1.0780, -3.0440], [0.2169, -2.3821, -3.5186], [0.7662, -3.0965, -2.4675], [1.1918, -4.5237, -2.4140], [-0.4176, 0.1143, -3.7601], [0.1816, 1.3539, -3.5528], [-0.2812, 2.4768, -4.2234], [-1.3382, 2.3682, -5.1155], [-1.9238, 1.1287, -5.3466], [-1.4655, 0.0078, -4.6740], [0.7033, -2.2787, 1.1171], [0.3239, -1.0355, 1.4854], [-0.2653, -1.1155, 2.6786], [-0.2768, -2.4521, 3.0854], [0.3440, -3.1580, 2.0680], [0.6414, -4.6142, 1.9665], [-0.6559, 0.0951, 3.4108], [-0.0320, 1.3114, 3.1338], [-0.4005, 2.4597, 3.8189], [-1.3795, 2.3997, 4.8032], [-1.9856, 1.1855, 5.0999], [-1.6285, 0.0400, 4.4047], [3.4344, 2.2753, 0.1054], [2.2720, 3.0406, 0.1678], [2.3268, 4.4254, 0.2064], [3.5508, 5.0763, 0.1864], [4.7171, 4.3272, 0.1285], [4.6586, 2.9443, 0.0889], [5.8557, -2.4348, 0.0859], [4.5799, -3.2080, -0.8574], [4.5162, -3.2440, 0.9030], [5.5850, 0.2186, 0.1321], [2.2131, -3.4688, -0.0571], [0.0193, -2.7460, -4.5119], [0.9762, -5.0037, -3.3657], [0.6626, -5.0645, -1.6295], [2.2600, -4.6137, -2.2185], [1.0353, 1.4368, -2.8880], [0.1926, 3.4346, -4.0546], [-1.6961, 3.2428, -5.6417], [-2.7383, 1.0362, -6.0526], [-1.9331, -0.9543, -4.8454], [-0.6260, -2.8505, 4.0221], [0.2578, -5.1293, 2.8441], [1.7136, -4.7980, 1.9013], [0.1728, -5.0481, 1.0830], [0.7802, 1.3526, 2.4142], [0.0983, 3.3960, 3.6042], [-1.6584, 3.2919, 5.3473], [-2.7413, 1.1316, 5.8720], [-2.1131, -0.9016, 4.6327], [1.2994, 2.5624, 0.1911], [1.4085, 4.9966, 0.2523], [3.5961, 6.1563, 0.2168], [5.6794, 4.8209, 0.1131], [5.5812, 2.3832, 0.0405], [-4.8644, -0.4289, 1.8390], [-4.5722, -1.4541, 0.7537], [-2.8679, -1.4727, 0.1287], [-3.0064, -0.7046, -1.4994], [-3.0068, 0.8158, -1.6151], [-1.6289, 1.7453, -0.8591], [-2.4075, 2.5511, 0.5709], [-3.0173, 1.6610, 1.6360], [-4.7761, 1.3028, 1.3315], [-4.2062, -0.5728, 2.6974], [-5.8860, -0.5749, 2.1949], [-5.2501, -1.3297, -0.0911], [-4.7410, -2.4540, 1.1588], [-3.9214, -1.0683, -1.9723], [-2.1823, -1.1291, -2.0633], [-3.9048, 1.2266, -1.1544], [-2.9904, 1.0972, -2.6694], [-3.1423, 3.2385, 0.1466], [-1.6046, 3.1589, 0.9925], [-2.9238, 2.1553, 2.6018], [-2.4876, 0.7149, 1.6815]],
  "forces_ev_per_a": [[0.12, 0.58, -0.20], [0.03, 0.02, 0.00], [-0.04, -0.05, -0.01], [-0.03, -0.02, 0.04], [0.03, 0.12, -0.02], [0.01, -0.19, 0.08], [0.03, 0.03, -0.01], [0.00, -0.09, 0.02], [0.01, 0.08, 0.01], [-0.18, -0.15, -0.03], [0.03, 0.08, -0.03], [0.07, -0.02, 0.01], [0.04, -0.02, 0.03], [-0.01, -0.01, -0.03], [-0.07, -0.04, -0.01], [0.09, 0.04, -0.01], [-0.02, -0.02, -0.01], [0.01, -0.02, 0.02], [0.01, 0.01, -0.01], [-0.02, 0.00, -0.01], [0.03, 0.10, -0.02], [-0.31, -0.23, -0.07], [0.20, 0.10, 0.05], [-0.02, -0.02, -0.03], [0.10, -0.03, 0.02], [0.00, -0.01, 0.03], [-0.06, -0.05, -0.06], [0.00, 0.05, 0.03], [-0.01, -0.02, 0.03], [0.04, -0.01, -0.01], [0.00, 0.01, -0.03], [-0.04, 0.02, 0.03], [0.02, -0.05, -0.01], [-0.03, 0.02, 0.03], [0.01, -0.01, -0.01], [0.00, -0.02, 0.00], [-0.01, 0.01, 0.01], [0.00, 0.01, -0.01], [0.00, -0.01, 0.00], [0.00, 0.00, -0.01], [-0.01, 0.00, 0.01], [0.01, 0.01, 0.01], [-0.02, 0.03, -0.01], [-0.01, 0.01, -0.02], [0.00, 0.00, 0.00], [0.00, 0.00, 0.01], [0.01, 0.01, 0.00], [-0.03, -0.02, 0.01], [0.01, 0.01, -0.01], [0.00, 0.00, 0.00], [-0.01, 0.00, 0.00], [0.01, -0.02, 0.01], [-0.03, 0.00, 0.00], [0.00, 0.00, 0.00], [0.01, 0.01, 0.00], [0.00, 0.00, -0.01], [0.01, -0.01, 0.02], [0.01, 0.02, 0.00], [0.00, 0.01, 0.01], [0.00, 0.00, 0.01], [0.01, -0.01, -0.01], [0.02, 0.01, 0.00], [-0.01, 0.01, 0.00], [0.00, 0.01, 0.00], [0.00, 0.00, 0.00], [0.00, -0.01, -0.01], [-0.03, -0.03, 0.05], [-0.02, -0.05, 0.01], [0.07, 0.03, -0.02], [-0.01, 0.03, 0.01], [-0.10, 0.01, 0.04], [0.00, -0.39, 0.21], [-0.03, 0.12, -0.07], [-0.03, -0.04, 0.03], [0.00, 0.02, -0.03], [0.00, 0.02, 0.01], [0.01, 0.00, 0.01], [0.01, 0.02, -0.01], [-0.04, 0.01, 0.01], [0.00, 0.01, -0.01], [0.08, -0.01, -0.05], [0.04, 0.03, -0.04], [0.02, -0.03, 0.02], [0.02, 0.04, 0.02], [0.02, -0.03, 0.01], [-0.01, -0.01, -0.01], [0.02, 0.01, 0.03]],
  "lowdin_charge": [1.062, -0.007, -0.248, 0.045, -0.205, -0.039, 0.038, -0.486, 0.044, -0.027, -0.253, 0.054, -0.242, -0.001, -0.198, -0.077, -0.071, -0.069, -0.071, -0.043, 0.040, -0.051, -0.242, 0.052, -0.249, -0.001, -0.183, -0.051, -0.072, -0.077, -0.064, -0.032, -0.152, -0.059, -0.074, -0.074, -0.063, -0.022, 0.088, 0.086, 0.088, 0.113, 0.118, 0.123, 0.089, 0.085, 0.084, 0.104, 0.112, 0.109, 0.111, 0.122, 0.121, 0.088, 0.085, 0.086, 0.088, 0.112, 0.111, 0.113, 0.118, 0.036, 0.105, 0.108, 0.111, 0.107, -0.532, -0.511, 0.878, -0.517, -0.445, 0.826, -0.488, -0.536, 0.903, 0.069, 0.077, 0.080, 0.074, 0.092, 0.034, 0.043, 0.067, 0.084, 0.071, 0.063, 0.015]
}

What did the first record say?
{
  "formula": "C4H12NO",
  "method": "the ωB97M-V functional and the def2-TZVPD basis",
  "e_tot_ha": -289.06783,
  "charge": 1,
  "max_force_ev_per_a": 3.3,
  "species": ["C", "C", "C", "C", "O", "N", "H", "H", "H", "H", "H", "H", "H", "H", "H", "H", "H", "H"],
  "coordinates": [[2.7663, 0.4331, 0.4974], [1.5247, 0.6754, -0.3828], [0.4324, -0.1421, -0.4220], [0.4826, -1.5771, -0.0882], [-1.7050, -0.8199, -1.1410], [-2.8814, 1.3599, 0.6591], [2.7398, 1.2635, 1.1922], [2.7122, -0.5374, 0.9741], [3.6686, 0.5470, -0.1117], [1.3000, 1.7213, -0.6347], [-0.6322, 0.1973, -0.5637], [0.5487, -1.7368, 1.0107], [-0.4695, -2.0159, -0.4421], [1.4096, -2.0483, -0.5116], [-3.3266, 1.1425, 1.5450], [-2.3724, -0.8605, -1.8554], [-3.5663, 1.8765, 0.1186], [-2.6313, 0.5214, 0.1561]],
  "forces_ev_per_a": [[-2.09, 0.02, -1.20], [0.63, 2.01, 1.01], [0.33, -3.09, 1.06], [1.31, -0.07, -0.99], [0.12, -0.09, -0.10], [-0.13, 0.28, 0.06], [0.30, 0.11, 0.46], [0.23, 0.04, 0.13], [-0.05, 0.06, -0.15], [0.79, -0.28, -0.85], [-0.54, 0.61, 0.30], [-0.51, 0.34, -0.25], [0.35, -0.43, 0.38], [-1.00, 0.19, 0.26], [0.25, -0.14, -0.08], [0.23, 0.61, -0.16], [0.14, 0.02, -0.07], [-0.35, -0.18, 0.19]],
  "lowdin_charge": [0.013, 0.066, -0.009, -0.040, -0.087, 0.050, 0.108, 0.083, 0.121, 0.149, 0.094, 0.146, 0.092, 0.124, 0.029, 0.079, 0.027, -0.042]
}

Which formula does entry 1 have?
C4H12NO